No. 1
Computed, not measured: a structure of composition C33H30N3Pb, with wB97M-V/def2-TZVPD.

Summary:
- total charge = -1
- ΔE to the lowest compared entry with this formula, charge and spin (eV) = 0.750
- Kohn-Sham gap (eV) = 4.141

Element x y z (Å)
Pb  -1.328  -0.009  0.004
N  -0.277  -1.851  1.740
C  -1.328  -2.546  2.328
C  -1.488  -2.538  3.714
C  -2.569  -3.158  4.313
C  -3.519  -3.793  3.527
C  -3.363  -3.798  2.149
C  -2.278  -3.191  1.518
C  -2.170  -3.272  0.031
C  -2.424  -4.526  -0.541
C  -2.487  -4.695  -1.913
C  -2.302  -3.595  -2.737
C  -1.999  -2.364  -2.174
C  -1.899  -2.162  -0.794
H  0.118  -2.249  0.897
H  0.451  -1.522  2.359
H  -0.739  -2.040  4.321
H  -2.668  -3.150  5.392
H  -4.374  -4.278  3.980
H  -4.118  -4.271  1.533
H  -2.561  -5.383  0.109
H  -2.671  -5.676  -2.335
H  -2.383  -3.705  -3.813
H  -1.823  -1.522  -2.837
C  0.822  -0.093  -0.410
C  1.942  -0.185  0.089
C  3.206  -0.267  0.700
C  3.844  0.964  1.108
C  5.228  1.066  1.386
C  5.812  2.265  1.751
C  5.062  3.431  1.856
C  3.705  3.367  1.554
C  3.112  2.176  1.184
C  3.738  -1.591  0.947
C  3.328  -2.695  0.165
C  3.805  -3.972  0.394
C  4.704  -4.226  1.426
C  5.086  -3.167  2.241
C  4.615  -1.886  2.017
H  5.853  0.191  1.272
H  6.880  2.298  1.944
H  5.524  4.367  2.147
H  3.101  4.267  1.614
H  2.060  2.149  0.931
H  2.622  -2.516  -0.638
H  3.482  -4.786  -0.245
H  5.079  -5.227  1.599
H  5.756  -3.350  3.076
H  4.900  -1.095  2.699
N  -2.027  1.295  -2.094
C  -2.539  2.277  -2.428
N  -3.175  3.394  -2.705
C  -3.288  3.930  -4.055
C  -2.467  5.211  -4.187
C  -2.894  6.217  -3.116
C  -2.747  5.601  -1.722
C  -3.557  4.310  -1.633
H  -4.344  4.153  -4.242
H  -2.967  3.173  -4.769
H  -2.598  5.627  -5.187
H  -1.408  4.971  -4.060
H  -3.941  6.497  -3.279
H  -2.294  7.125  -3.194
H  -3.091  6.296  -0.954
H  -1.695  5.381  -1.528
H  -4.623  4.537  -1.746
H  -3.410  3.814  -0.675


No. 2
Computed, not measured: a structure of composition C33H30N4V, with wB97M-V/def2-TZVPD.

Summary:
- total charge = +1
- ΔE to the lowest compared entry with this formula, charge and spin (eV) = 0.583
- Kohn-Sham gap (spin up / spin down) (eV) = 7.759 / 7.982
- 2S+1 = 3

Element x y z (Å)
V  -0.021  0.695  -0.577
C  -0.787  -2.878  -6.222
C  0.467  -3.435  -5.607
C  1.017  -4.637  -6.043
C  2.167  -5.157  -5.470
C  2.808  -4.467  -4.449
C  2.291  -3.259  -4.014
C  1.121  -2.760  -4.578
N  0.592  -1.515  -4.122
C  0.375  -1.182  -2.833
N  0.342  -2.179  -1.928
C  0.829  -2.122  -0.587
C  1.059  -0.908  0.063
C  1.603  -0.950  1.350
C  1.895  -2.154  1.967
C  1.599  -3.343  1.314
C  1.056  -3.355  0.039
C  0.741  -4.659  -0.652
N  0.184  0.073  -2.471
C  0.513  1.141  -3.364
C  1.829  1.598  -3.412
C  2.161  2.685  -4.204
C  1.173  3.320  -4.944
C  -0.136  2.863  -4.892
C  -0.491  1.772  -4.105
C  -1.913  1.275  -4.042
H  -1.206  -3.582  -6.939
H  -0.590  -1.944  -6.755
H  -1.545  -2.672  -5.464
H  0.526  -5.178  -6.842
H  2.567  -6.097  -5.823
H  3.715  -4.855  -4.006
H  2.794  -2.692  -3.239
H  0.397  -0.798  -4.806
H  0.362  -3.104  -2.333
H  1.784  -0.024  1.886
H  2.325  -2.171  2.960
H  1.794  -4.287  1.807
H  0.903  -5.492  0.028
H  1.376  -4.823  -1.528
H  -0.302  -4.698  -0.978
H  2.585  1.084  -2.828
H  3.185  3.033  -4.244
H  1.422  4.170  -5.565
H  -0.901  3.364  -5.472
H  -2.567  1.904  -4.642
H  -2.287  1.272  -3.017
H  -1.995  0.251  -4.415
C  1.164  4.646  0.918
C  0.595  4.569  2.184
C  -0.152  3.460  2.538
C  -0.325  2.428  1.624
N  0.256  2.510  0.400
C  0.974  3.587  0.059
C  -1.178  1.237  1.862
C  -1.666  0.932  3.136
C  -2.530  -0.132  3.309
C  -2.915  -0.903  2.219
C  -2.397  -0.631  0.961
C  -1.520  0.432  0.761
H  1.742  5.504  0.609
H  0.725  5.379  2.889
H  -0.616  3.411  3.510
H  1.406  3.586  -0.934
H  -1.377  1.519  3.998
H  -2.907  -0.362  4.296
H  -3.601  -1.729  2.357
H  -2.671  -1.271  0.129


No. 3
Computed, not measured: a structure of composition C33H30N5O2Ru, with wB97M-V/def2-TZVPD.

Summary:
- total charge = 0
- Kohn-Sham gap (spin up / spin down) (eV) = 5.137 / 6.056
- 2S+1 = 6

Element x y z (Å)
Ru  -0.408  -0.081  -0.222
O  -1.635  -1.957  -0.429
C  -1.252  -3.172  -0.390
C  -1.899  -4.161  -1.206
C  -1.513  -5.462  -1.169
C  -0.475  -5.903  -0.299
C  0.139  -5.000  0.508
C  -0.206  -3.618  0.483
C  0.420  -2.763  1.417
N  0.313  -1.458  1.436
N  0.939  -0.913  2.546
C  0.739  0.389  2.519
O  0.089  1.017  1.612
C  1.338  1.215  3.613
C  1.909  0.639  4.743
C  2.445  1.448  5.736
C  2.419  2.832  5.600
C  1.857  3.407  4.468
C  1.314  2.598  3.478
H  -2.692  -3.820  -1.861
H  -2.009  -6.182  -1.809
H  -0.190  -6.947  -0.278
H  0.916  -5.321  1.193
H  1.038  -3.201  2.195
H  1.926  -0.440  4.831
H  2.882  0.998  6.619
H  2.836  3.461  6.378
H  1.838  4.484  4.357
H  0.868  3.024  2.589
C  -1.280  -0.885  -4.417
C  -0.068  -0.602  -5.086
C  1.064  -0.408  -4.350
C  1.024  -0.489  -2.944
N  -0.147  -0.756  -2.302
C  -1.266  -0.942  -3.058
C  2.169  -0.240  -2.096
C  3.463  -0.008  -2.598
C  4.491  0.242  -1.729
C  4.238  0.269  -0.352
C  2.951  0.052  0.065
N  1.924  -0.198  -0.771
H  -2.201  -1.069  -4.951
H  -0.032  -0.531  -6.166
H  1.995  -0.178  -4.849
H  -2.161  -1.158  -2.495
H  3.649  -0.035  -3.662
H  5.490  0.412  -2.111
H  5.020  0.452  0.372
H  2.709  0.061  1.120
C  -3.663  0.203  -0.401
N  -2.626  0.498  0.595
C  -2.915  -0.195  1.850
C  -2.516  1.951  0.792
C  -1.762  2.566  -0.352
C  -2.023  3.860  -0.789
C  -1.258  4.434  -1.797
C  -0.227  3.706  -2.377
C  0.022  2.403  -1.959
C  -0.740  1.819  -0.953
H  -4.645  0.520  -0.033
H  -3.678  -0.864  -0.610
H  -3.446  0.747  -1.320
H  -3.877  0.129  2.270
H  -2.124  0.010  2.568
H  -2.950  -1.266  1.660
H  -1.957  2.104  1.712
H  -3.506  2.408  0.913
H  -2.828  4.425  -0.330
H  -1.468  5.443  -2.130
H  0.381  4.148  -3.158
H  0.826  1.851  -2.424


No. 4
Computed, not measured: a structure of composition C33H31F5IrN8PSTe, with wB97M-V/def2-TZVPD.

Summary:
- total charge = +2
- ΔE to the lowest compared entry with this formula, charge and spin (eV) = 0.353
- Kohn-Sham gap (eV) = 6.473

Element x y z (Å)
Ir  -0.098  0.471  -1.394
C  3.300  3.527  -4.621
N  2.176  3.221  -3.736
C  1.217  4.109  -3.340
C  0.358  3.427  -2.533
N  0.789  2.131  -2.427
C  1.890  2.032  -3.167
P  2.843  0.511  -3.426
C  1.385  -0.523  -3.777
N  0.264  -0.590  -3.042
C  -0.583  -1.453  -3.685
C  0.037  -1.926  -4.797
N  1.267  -1.336  -4.841
C  2.269  -1.552  -5.887
C  2.959  0.019  -1.694
N  1.914  -0.029  -0.874
C  2.397  -0.331  0.371
C  3.751  -0.466  0.287
N  4.094  -0.243  -1.016
C  5.453  -0.263  -1.552
H  3.207  4.561  -4.938
H  4.242  3.401  -4.093
H  3.275  2.886  -5.499
H  1.219  5.135  -3.664
H  -0.526  3.791  -2.045
H  -1.576  -1.645  -3.348
H  -0.299  -2.613  -5.553
H  1.904  -2.338  -6.541
H  2.412  -0.643  -6.466
H  3.211  -1.866  -5.445
H  1.741  -0.414  1.224
H  4.488  -0.698  1.036
H  6.118  -0.622  -0.773
H  5.511  -0.938  -2.403
H  5.761  0.737  -1.848
N  -1.780  1.398  4.321
C  -0.585  0.928  3.963
S  -0.308  0.403  2.370
N  0.387  0.861  4.883
C  0.295  1.218  6.264
C  0.721  0.303  7.217
C  0.670  0.640  8.560
C  0.189  1.880  8.953
C  -0.226  2.794  7.996
C  -0.164  2.473  6.647
H  -2.504  1.419  3.626
H  -2.000  1.623  5.278
H  1.202  0.351  4.584
H  1.084  -0.670  6.909
H  0.999  -0.074  9.303
H  0.148  2.139  10.002
H  -0.584  3.770  8.294
H  -0.431  3.209  5.900
F  -0.730  2.808  0.213
C  -1.865  2.586  -0.491
C  -1.883  1.521  -1.369
C  -3.041  1.343  -2.095
F  -3.129  0.303  -2.952
C  -4.136  2.182  -1.979
F  -5.229  1.981  -2.703
C  -4.083  3.240  -1.081
F  -5.120  4.048  -0.942
C  -2.938  3.443  -0.323
F  -2.877  4.446  0.543
C  -2.940  -2.698  -1.207
Te  -1.643  -1.316  -0.197
C  -0.581  -3.039  0.425
C  -1.681  -4.070  0.498
C  -1.576  -5.191  1.313
C  -2.601  -6.121  1.359
C  -3.741  -5.939  0.588
C  -3.851  -4.828  -0.232
C  -2.822  -3.894  -0.287
H  -2.683  -2.931  -2.235
H  -3.924  -2.235  -1.189
H  -0.098  -2.801  1.370
H  0.180  -3.313  -0.309
H  -0.689  -5.332  1.919
H  -2.516  -6.985  2.004
H  -4.547  -6.659  0.630
H  -4.740  -4.687  -0.835


Number 1: total energy -1632.5635 Ha. Number 2: total energy -2438.3768 Ha. Number 3: total energy -1794.5695 Ha. Number 4: total energy -3324.9303 Ha.